Below is a 17-piece molecular cluster, H33O17 overall in a non-equilibrium geometry, with properties calculated with ωB97M-V/def2-TZVPD.

Output
Max |F| in hartree/bohr: 0.08840
Energy above the lowest of the compared OMol25 structures with the same formula, charge and spin in eV: 3.999
E_LUMO in Ha: 0.0687
Kohn-Sham gap in eV: 8.827
Net charge: -1

Each line ends with the Mulliken charge.
Positions of all 50 atoms, in Å:
H: 3.543 3.585 2.308  0.30
H: 3.029 -3.727 1.464  0.30
H: 0.825 4.146 -4.190  0.30
H: -1.166 -3.307 -1.318  0.40
H: -2.395 -1.081 -1.019  0.49
O: -2.172 4.320 -2.742  -0.75
H: 0.161 2.655 -1.727  0.33
H: -0.983 2.450 -0.761  0.25
O: -2.887 0.170 -1.480  -0.99
O: 2.715 -2.495 5.016  -0.64
O: 3.183 -2.858 1.905  -0.61
O: -5.153 0.879 -2.197  -0.77
H: -3.549 2.254 1.255  0.25
H: 0.246 -3.179 -0.565  0.26
H: -5.591 0.873 -1.362  0.24
H: -2.507 3.413 -2.652  0.37
O: -1.309 -3.438 3.161  -0.61
H: 2.136 -3.231 4.779  0.31
H: -3.233 -2.350 -0.744  0.24
H: 2.059 4.055 1.902  0.34
H: -1.037 0.103 -0.365  0.30
H: -0.130 -0.831 0.228  0.28
H: -0.197 -1.383 5.034  0.32
H: 4.118 -4.095 -2.908  0.31
O: -0.263 -3.695 -1.214  -0.64
H: -0.930 -2.387 5.836  0.29
H: 2.263 0.601 0.319  0.30
H: -2.074 -2.804 2.963  0.32
H: -0.570 -3.254 2.528  0.29
H: -4.145 0.512 -1.933  0.39
H: 2.861 -3.970 -1.952  0.33
H: 3.187 -1.941 1.786  0.32
H: 3.660 -0.112 0.791  0.29
H: -3.343 1.310 0.006  0.36
O: 0.469 4.323 -3.306  -0.71
H: 3.442 1.794 -3.343  0.30
H: 1.997 2.399 -3.422  0.35
O: 2.923 4.302 2.259  -0.64
H: -2.539 0.552 -2.265  0.17
H: -0.583 4.500 -3.197  0.46
O: -2.892 1.883 0.642  -0.60
O: -0.186 3.079 -0.901  -0.67
O: 2.778 -0.191 0.463  -0.61
H: -1.765 4.133 -1.863  0.39
O: -1.112 -1.665 5.226  -0.61
O: 2.844 2.351 -3.881  -0.66
O: 3.628 -4.493 -2.183  -0.64
O: -2.326 -2.071 -0.458  -0.83
O: -0.090 0.053 -0.113  -0.50
H: 3.060 -2.137 4.188  0.32

Below is an isolated molecule of C19H23BCl3NO2S in a non-equilibrium geometry, with properties calculated with ωB97M-V/def2-TZVPD.

Output
Max |F| in hartree/bohr: 0.05695
E_LUMO in Ha: -0.0108
Kohn-Sham gap in eV: 7.831

Each line ends with the Mulliken charge.
Positions of all 50 atoms, in Å:
C: 1.347 1.403 -0.096  -0.88
O: -2.417 0.169 2.715  -0.74
H: 2.418 -0.089 3.693  0.37
H: 4.740 -0.400 -0.540  0.24
C: 0.251 0.461 -2.037  -0.31
C: -0.440 -0.922 1.996  0.11
C: 1.457 -2.137 1.139  -0.65
Cl: -4.021 -1.656 4.114  -0.32
H: 3.381 -1.669 2.005  0.43
H: 5.263 1.014 -3.852  0.32
H: -0.078 0.380 3.709  0.33
H: -0.609 -2.461 0.563  0.35
H: 1.827 -2.877 0.439  0.45
H: -5.820 -0.436 -0.054  0.47
H: -2.477 -1.319 1.206  0.43
C: -4.181 1.332 -1.603  -1.07
H: -1.987 -0.729 -0.442  1.10
H: -4.470 -1.353 -0.815  0.40
Cl: -4.932 1.094 3.203  -0.32
H: -3.601 2.230 -1.826  0.39
C: 0.377 -0.291 2.970  -0.43
S: -3.822 0.824 0.111  0.35
H: -0.698 0.289 -2.574  0.37
C: 2.576 1.071 -0.622  -0.32
N: 3.921 0.202 -2.438  0.13
H: 1.279 2.025 0.798  0.44
H: -4.021 0.550 -2.352  0.32
H: 4.270 -0.332 -4.475  0.31
C: 4.262 0.551 -3.809  -1.12
C: 1.757 -0.569 2.960  -0.60
C: 0.094 -1.899 1.179  -0.22
C: 0.170 0.993 -0.729  0.48
C: -4.780 -0.759 0.056  -0.91
C: 5.038 -0.230 -1.581  -0.99
H: 1.553 -0.106 -3.671  0.46
C: 2.681 0.493 -1.914  0.37
C: 2.308 -1.470 2.036  -0.45
B: -3.453 0.071 3.781  0.88
H: 3.542 1.277 -4.236  0.39
H: 3.498 1.297 -0.062  0.50
H: -5.242 1.594 -1.537  0.47
C: -1.117 1.287 -0.010  -0.76
C: 1.478 0.264 -2.649  -0.58
H: -4.677 -1.288 1.005  0.23
C: -2.116 0.124 0.217  0.19
C: -1.878 -0.530 1.712  -0.33
Cl: -2.664 0.836 5.321  -0.34
H: 5.847 0.521 -1.589  0.35
O: -1.281 2.370 0.542  -0.61
H: 5.445 -1.202 -1.956  0.33

Below is an isolated molecule of C2H4N2O2 in a non-equilibrium geometry, with properties calculated with ωB97M-V/def2-TZVPD.

Output
SMILES string: [H]/N=N\C(=O)CO
Max |F| in hartree/bohr: 0.06467
Energy above the lowest of the compared OMol25 structures with the same formula, charge and spin in eV: 4.196
E_LUMO in Ha: -0.0148
Kohn-Sham gap in eV: 9.000

Each line ends with the Mulliken charge.
Positions of all 10 atoms, in Å:
O: -0.861 -0.480 1.091  -0.53
H: -0.865 0.372 1.544  0.35
C: 0.451 0.122 -1.022  0.50
H: -1.713 0.386 -0.602  0.25
O: 0.541 0.023 -2.213  -0.55
N: 1.530 0.682 1.024  -0.45
H: 1.922 -0.245 1.267  0.24
C: -0.959 -0.332 -0.273  -0.24
H: -1.145 -1.318 -0.701  0.28
N: 1.099 0.790 -0.114  0.16

Below is a 2-piece molecular cluster, C6H12N3 overall in a non-equilibrium geometry, with properties calculated with ωB97M-V/def2-TZVPD.

Output
Max |F| in hartree/bohr: 0.07072
Energy above the lowest of the compared OMol25 structures with the same formula, charge and spin in eV: 6.677
E_LUMO (spin up / spin down) in Ha: -0.1743 / -0.1741
Kohn-Sham gap (spin up / spin down) in eV: 7.518 / 7.525
Net charge: +1

Each line ends with the Mulliken charge.
Positions of all 21 atoms, in Å:
C: 1.191 -0.701 1.469  -0.07
H: 0.774 0.667 2.862  0.24
H: 0.574 0.378 -0.687  0.11
C: -0.474 -1.305 -1.371  -0.15
H: -1.833 0.019 2.252  0.41
C: -1.063 0.178 1.616  -0.66
C: -0.068 -2.301 -0.637  -0.30
C: -0.151 0.029 -1.470  0.11
H: 3.138 -1.449 1.239  0.22
H: -1.289 1.149 1.185  0.30
H: 2.883 -0.378 2.585  0.20
C: -0.691 0.917 -2.365  -0.17
H: -1.561 0.631 -2.854  0.32
N: -0.581 2.256 -2.184  -0.37
H: -1.320 -1.459 -2.068  0.26
H: -0.408 -2.789 0.218  0.39
N: 2.479 -0.926 1.781  -0.37
N: 0.357 0.079 2.107  -0.08
H: -0.963 2.934 -2.812  0.24
H: 0.287 2.625 -1.643  0.26
H: -1.280 -0.554 0.777  0.14

Below is C26H52Al2Br2Ca2F6GaN2O3P as an isolated structure in a non-equilibrium geometry, with properties calculated with ωB97M-V/def2-TZVPD.

Output
Max |F| in hartree/bohr: 0.15710
E_LUMO in Ha: -0.3054
Kohn-Sham gap in eV: 2.314
Net charge: +2

Each line ends with the Mulliken charge.
Positions of all 97 atoms, in Å:
H: -3.708 4.418 0.039  0.35
H: 5.780 -4.308 -2.570  0.32
C: 7.110 -1.016 -2.534  1.30
H: 0.980 -2.867 -1.263  0.50
H: 7.958 -1.949 -4.361  0.32
C: 4.998 -2.365 -1.728  1.33
F: -2.347 3.744 -1.039  -0.84
C: 0.608 -1.856 -1.498  -0.36
H: 2.023 4.017 0.207  0.53
H: -4.513 -1.620 -3.793  0.59
H: -2.209 -3.148 8.431  0.36
C: 6.945 -1.672 -3.957  -1.24
N: -5.162 4.771 1.570  0.18
H: -0.980 -0.524 5.276  0.07
C: -1.753 -1.120 5.760  -0.03
H: -2.476 -0.402 -2.206  0.18
C: -4.020 -1.924 5.839  -0.45
H: 6.573 -0.914 -4.663  0.36
C: -1.453 -1.838 6.911  -0.53
H: -2.514 -0.118 -4.272  0.28
C: 0.023 2.008 -0.084  -1.25
Al: 8.755 -2.560 -2.458  0.23
Al: -7.048 0.189 3.371  0.63
F: -7.279 1.782 4.016  -0.45
H: -3.274 -0.603 4.329  0.28
Br: -3.243 -3.615 -5.061  0.13
H: 8.242 -1.054 -2.278  0.21
H: -1.793 -1.543 -4.731  0.34
C: -1.990 -2.420 -1.493  -1.02
H: 0.311 2.859 -2.110  0.30
O: 3.475 0.182 -3.842  -0.30
Ga: 1.841 -0.311 -1.055  -0.55
Ca: 3.086 3.765 -2.698  1.34
H: -1.073 -0.674 -0.616  -0.51
H: -5.016 -1.959 5.419  0.44
C: -3.443 -1.780 -3.591  -0.34
F: -7.301 0.223 1.661  -0.43
N: -2.682 -1.056 -4.637  -0.70
C: 3.936 -2.094 -0.614  -1.02
H: 3.252 -0.697 -4.194  0.29
H: -3.256 5.573 1.298  0.15
C: -0.794 -1.732 -0.779  -0.13
C: 1.965 3.633 -0.827  -0.63
F: -1.453 -1.785 1.741  -0.87
F: -8.170 -0.893 4.096  -0.40
H: -1.708 -3.186 -2.241  0.63
H: 5.962 0.744 -3.247  0.11
H: 6.358 -2.600 -3.978  0.36
C: 6.383 -1.755 -1.367  -0.93
H: -0.159 4.002 -0.867  0.48
H: 7.052 -2.588 -1.029  0.23
C: -2.439 -2.592 7.530  -0.34
H: 1.367 -0.577 2.133  0.36
H: 7.698 1.002 -3.038  0.44
C: -4.093 5.247 0.674  -0.77
H: 0.455 0.893 2.584  0.42
Br: 0.460 0.452 -4.560  -0.26
C: 0.506 3.126 -1.051  -0.70
H: -5.546 3.387 3.034  0.35
H: 4.175 -4.372 -1.674  0.45
H: 6.667 0.942 -1.585  0.38
C: 1.122 0.962 0.444  1.18
C: 0.599 0.100 1.742  -2.52
H: -4.440 6.078 0.063  0.33
O: -3.673 3.271 2.235  -0.64
H: -3.903 -1.255 -1.553  0.45
H: 2.293 4.454 -1.531  0.22
H: -6.929 5.297 0.605  0.33
H: 4.637 -2.106 -2.737  -0.12
H: 4.467 -2.368 0.329  0.29
H: -7.119 4.882 2.321  0.32
H: 5.677 -4.172 -0.753  0.46
H: 2.731 2.764 -0.861  0.02
H: -0.723 -2.180 0.236  0.38
H: 3.104 -2.809 -0.710  0.31
C: -4.798 3.763 2.322  0.04
H: -3.204 -3.018 -3.708  0.32
C: -3.038 -1.162 5.225  -0.04
H: 0.377 -1.871 -2.591  0.28
H: -4.488 -3.229 7.476  0.37
H: -6.382 6.433 1.862  0.34
H: 6.278 -1.035 -0.536  0.37
Ca: -1.052 2.134 2.288  1.37
O: 3.577 -0.736 -0.497  -0.32
C: 6.811 0.513 -2.587  -1.29
H: -0.874 1.499 -0.487  0.65
C: -6.478 5.379 1.594  -0.92
H: -2.602 -2.934 -0.729  0.32
F: -5.408 -0.321 3.681  -0.32
H: 2.024 1.494 0.830  0.57
C: 5.188 -3.941 -1.717  -1.79
C: -3.721 -2.637 6.993  -0.49
H: -0.355 2.577 0.828  0.32
H: -0.452 -1.808 7.325  0.34
C: -2.995 -1.377 -2.170  -0.22
P: 2.122 0.881 -3.130  -0.14
H: -0.420 -0.398 1.572  1.04

Below is C8H28BKO8 as an isolated structure in a non-equilibrium geometry, with properties calculated with ωB97M-V/def2-TZVPD.

Output
Max |F| in hartree/bohr: 0.03527
Energy above the lowest of the compared OMol25 structures with the same formula, charge and spin in eV: 0.355
E_LUMO in Ha: -0.0053
Kohn-Sham gap in eV: 9.022

Each line ends with the Mulliken charge.
Positions of all 46 atoms, in Å:
H: -2.031 17.619 -5.701  0.29
H: -1.274 9.557 -7.841  0.28
H: -3.290 15.718 -10.004  0.20
H: -1.989 6.087 -6.937  0.32
H: -1.842 12.588 -10.291  -0.12
B: -2.589 11.704 -10.149  1.02
H: -3.664 12.001 -10.485  -0.27
H: -2.217 15.335 -6.802  0.20
O: -5.044 14.095 -10.816  -0.56
H: -3.449 7.968 -8.349  0.28
H: -3.260 12.246 -1.666  0.28
H: -2.757 13.484 -9.195  0.04
C: -2.480 7.740 -7.911  -0.74
K: -2.613 12.257 -6.815  0.75
O: -2.103 14.925 -5.917  -0.36
H: -3.380 9.012 -6.144  0.24
H: -5.800 15.414 -9.462  0.40
H: -2.620 11.567 -9.000  -0.74
O: -2.662 14.301 -8.650  -0.60
H: -1.668 11.556 -1.424  0.35
C: -1.874 12.491 -3.287  -0.21
H: -3.846 15.962 -8.336  0.40
H: -2.856 13.805 -4.386  0.39
C: -5.015 14.653 -9.527  -0.62
H: -2.273 10.703 -10.644  -0.22
O: -2.738 9.681 -6.423  -0.50
H: -1.835 7.383 -8.718  0.35
C: -2.196 12.432 -1.811  -0.56
H: -1.116 8.450 -6.429  0.27
C: -1.793 8.853 -7.190  0.01
H: -0.513 16.622 -7.837  0.28
O: -2.769 6.640 -7.028  -0.53
O: -1.290 17.042 -7.446  -0.48
O: -1.654 13.539 -1.081  -0.51
C: -0.976 15.721 -5.469  -0.44
H: -5.413 13.937 -8.779  0.18
H: -0.976 15.675 -4.378  0.37
H: -2.249 14.263 -1.324  0.31
H: -0.041 15.265 -5.809  0.26
H: -1.542 11.565 -3.763  0.28
C: -3.661 15.207 -9.107  -0.10
O: -3.009 12.894 -4.107  -0.57
H: -4.293 13.486 -10.923  0.27
H: -0.159 17.652 -5.871  0.34
H: -1.055 13.182 -3.511  0.29
C: -1.111 17.135 -6.014  -0.51